No. 1
Entry from OMol25: a structure of composition C12H28GaO7 (ωB97M-V/def2-TZVPD).

Results
- Total charge: -1
- Lowest unoccupied orbital energy: 0.0994 Ha
- Gap between HOMO and LUMO: 7.25 eV
- HOMO energy: -4.5435 eV

CARTESIAN COORDINATES (ANGSTROEM)
1 C -3.03 -2.69 -1.26
2 C -1.71 -2.19 -1.84
3 C -1.01 -3.34 -2.58
4 C -1.95 -0.97 -2.75
5 Ga -1.63 0.73 -1.67
6 O 0.28 0.80 -1.49
7 H -3.62 -3.13 -2.07
8 H -2.86 -3.45 -0.51
9 H -3.58 -1.86 -0.82
10 H -1.07 -1.89 -1.00
11 H -1.51 -3.49 -3.53
12 H -1.05 -4.26 -2.00
13 H 0.04 -3.10 -2.75
14 H -2.97 -1.02 -3.14
15 H -1.26 -1.02 -3.60
16 H -2.12 2.07 -2.43
17 H -2.25 0.53 -0.20
18 H 0.61 0.47 -2.32
19 C 3.69 -6.10 1.48
20 C 2.60 -5.79 2.49
21 O 2.55 -4.39 2.81
22 C 1.92 -3.63 1.90
23 O 1.40 -4.04 0.89
24 O 1.98 -2.37 2.30
25 C 1.37 -1.41 1.42
26 H 4.65 -5.72 1.84
27 H 3.77 -7.17 1.33
28 H 3.47 -5.63 0.52
29 H 2.80 -6.28 3.44
30 H 1.63 -6.12 2.13
31 H 0.35 -1.69 1.18
32 H 1.95 -1.33 0.50
33 H 1.39 -0.47 1.95
34 C -1.34 7.31 2.34
35 C -0.50 7.75 1.16
36 O 0.47 6.76 0.81
37 C 0.00 5.73 0.08
38 O -1.14 5.62 -0.28
39 O 0.99 4.88 -0.12
40 C 0.65 3.66 -0.82
41 H -0.70 7.05 3.18
42 H -2.01 8.12 2.65
43 H -1.94 6.44 2.09
44 H 0.07 8.64 1.40
45 H -1.13 7.96 0.29
46 H 0.13 3.88 -1.75
47 H 0.04 3.01 -0.20
48 H 1.59 3.17 -1.03

No. 2
Entry from OMol25: a structure of composition C12H28HgN8O2S4 in a non-equilibrium geometry (ωB97M-V/def2-TZVPD).

Results
- Expectation value of S²: 0.757
- ΔE to the lowest compared entry with this formula, charge and spin: 23.9 kcal/mol
- Total charge: -1
- Lowest unoccupied orbital energy (spin up / spin down): 0.0770 / 0.0647 Ha
- Gap between HOMO and LUMO (spin up / spin down): 6.58 / 6.38 eV
- HOMO energy (spin up / spin down): -4.4813 / -4.6147 eV
- 2S+1: 2

CARTESIAN COORDINATES (ANGSTROEM)
1 Hg 1.09 -0.86 0.88
2 N -1.18 1.23 3.39
3 C -1.86 2.19 2.53
4 C -2.30 1.55 1.22
5 N -1.19 1.20 0.36
6 H -1.82 0.49 3.67
7 H -0.83 1.67 4.23
8 H -1.15 2.99 2.30
9 H -2.74 2.66 3.00
10 H -3.03 2.22 0.74
11 H -2.85 0.63 1.44
12 H -0.85 1.97 -0.19
13 H -1.43 0.43 -0.26
14 N -0.03 -0.16 -2.08
15 C -0.57 -1.53 -2.18
16 C -0.43 -2.10 -3.59
17 C -1.23 -3.35 -3.93
18 C -0.78 -4.66 -3.29
19 N -0.46 -4.55 -1.87
20 C -1.27 -4.09 -0.95
21 N -0.80 -3.78 0.27
22 N -2.59 -3.94 -1.18
23 C -2.04 -1.47 -1.68
24 O -2.93 -1.33 -2.53
25 O -2.20 -1.60 -0.43
26 H -0.57 0.44 -2.70
27 H 0.93 -0.15 -2.39
28 H 0.00 -2.12 -1.47
29 H 0.64 -2.26 -3.79
30 H -0.77 -1.33 -4.28
31 H -1.17 -3.51 -5.02
32 H -2.29 -3.14 -3.75
33 H 0.14 -5.00 -3.76
34 H -1.53 -5.44 -3.46
35 H 0.51 -4.73 -1.58
36 H 0.21 -3.82 0.37
37 H -1.22 -2.93 0.65
38 H -2.86 -3.88 -2.15
39 H -3.00 -3.17 -0.66
40 S 4.91 -4.66 -2.02
41 C 3.36 -4.34 -1.43
42 S 3.05 -2.73 -1.88
43 S 2.35 -5.40 -0.61
44 S 2.50 2.70 0.11
45 C 1.93 4.24 0.19
46 N 1.33 4.94 -0.82
47 C 1.18 6.35 -0.51
48 C 1.42 6.38 1.02
49 N 1.95 5.06 1.27
50 H 1.42 4.58 -1.75
51 H 0.18 6.70 -0.76
52 H 1.90 6.97 -1.04
53 H 0.49 6.56 1.56
54 H 2.13 7.16 1.30
55 H 2.38 4.76 2.13

No. 3
Entry from OMol25: a cluster of 2 separate species, C12H28N2O in total (ωB97M-V/def2-TZVPD).

Results
- ΔE to the lowest compared entry with this formula, charge and spin: 28.8 kcal/mol
- Lowest unoccupied orbital energy: -0.0210 Ha
- Gap between HOMO and LUMO: 3.07 eV
- HOMO energy: -3.6409 eV

CARTESIAN COORDINATES (ANGSTROEM)
1 C 0.11 4.05 1.36
2 C -0.86 3.55 0.27
3 C -2.02 4.48 0.07
4 C -3.20 4.38 1.00
5 N -2.04 5.40 -0.82
6 H 0.54 4.99 0.99
7 H -0.48 4.28 2.26
8 H -1.19 2.55 0.58
9 H -0.32 3.47 -0.67
10 H -3.90 5.15 0.70
11 H -3.67 3.40 0.93
12 H -2.88 4.60 2.01
13 H -1.17 5.36 -1.36
14 C 2.93 -2.75 0.06
15 C 1.55 -2.94 -0.54
16 N 0.39 -2.62 0.38
17 C 0.43 -3.59 1.52
18 C -0.91 -2.91 -0.33
19 C -1.27 -2.05 -1.53
20 C 0.45 -1.25 1.01
21 C 0.56 -0.04 0.11
22 O 1.77 -0.05 -0.62
23 C 1.68 0.46 -1.95
24 H 3.11 -3.42 0.90
25 H 3.67 -2.99 -0.70
26 H 3.11 -1.72 0.38
27 H 1.42 -3.98 -0.83
28 H 1.44 -2.33 -1.43
29 H 0.42 -4.61 1.12
30 H -0.44 -3.42 2.14
31 H 1.33 -3.43 2.10
32 H -1.69 -2.84 0.42
33 H -0.83 -3.95 -0.65
34 H -1.73 -1.11 -1.23
35 H -2.02 -2.58 -2.11
36 H -0.43 -1.84 -2.19
37 H 1.30 -1.27 1.68
38 H -0.46 -1.16 1.61
39 H 0.58 0.84 0.78
40 H -0.30 0.09 -0.53
41 H 0.78 1.05 -2.10
42 H 1.71 -0.36 -2.67
43 H 2.54 1.11 -2.12

No. 4
Entry from OMol25: a structure of composition C12H28O6Sn in a non-equilibrium geometry (ωB97M-V/def2-TZVPD).

Results
- Expectation value of S²: 0.753
- Total charge: +1
- Lowest unoccupied orbital energy (spin up / spin down): -0.1269 / -0.1287 Ha
- Gap between HOMO and LUMO (spin up / spin down): 6.42 / 9.21 eV
- HOMO energy (spin up / spin down): -9.8729 / -12.7077 eV
- 2S+1: 2

CARTESIAN COORDINATES (ANGSTROEM)
1 Sn -0.64 -0.45 -0.45
2 C 2.91 0.47 -2.42
3 O 1.92 1.04 -1.62
4 C 1.74 2.42 -1.93
5 C 0.93 3.20 -0.81
6 O -0.37 2.56 -0.81
7 C -1.34 3.04 -1.75
8 C -2.80 2.57 -1.41
9 O -2.91 1.15 -1.48
10 C -4.26 0.68 -1.32
11 H 2.70 -0.59 -2.24
12 H 3.92 0.66 -2.06
13 H 2.95 0.63 -3.50
14 H 1.27 2.59 -2.90
15 H 2.73 2.86 -2.08
16 H 0.74 4.26 -0.99
17 H 1.40 3.21 0.18
18 H -1.07 2.82 -2.78
19 H -1.31 4.13 -1.66
20 H -3.51 3.10 -2.04
21 H -3.08 2.97 -0.43
22 H -4.52 0.84 -0.28
23 H -4.26 -0.41 -1.39
24 H -4.99 1.24 -1.92
25 C 3.08 0.95 1.55
26 O 2.73 -0.31 1.00
27 C 2.79 -1.37 1.98
28 C 2.17 -2.60 1.46
29 O 0.74 -2.52 1.37
30 C 0.05 -3.74 1.26
31 C -1.32 -3.50 1.93
32 O -1.97 -2.39 1.32
33 C -3.33 -2.21 1.68
34 H 4.07 0.92 2.01
35 H 2.32 1.38 2.20
36 H 3.19 1.67 0.73
37 H 2.28 -1.09 2.91
38 H 3.85 -1.48 2.20
39 H 2.43 -3.50 2.02
40 H 2.51 -2.75 0.43
41 H 0.53 -4.63 1.68
42 H -0.12 -4.06 0.23
43 H -1.12 -3.12 2.93
44 H -1.96 -4.37 1.79
45 H -3.93 -3.12 1.77
46 H -3.76 -1.47 1.01
47 H -3.38 -1.71 2.64

No. 5
Entry from OMol25: a structure of composition C12H29BF4N5O4OsP in a non-equilibrium geometry (ωB97M-V/def2-TZVPD).

Results
- ΔE to the lowest compared entry with this formula, charge and spin: 7.0 kcal/mol
- Total charge: +2
- Lowest unoccupied orbital energy (spin up / spin down): -0.3136 / -0.3172 Ha
- Gap between HOMO and LUMO (spin up / spin down): 7.49 / 7.52 eV
- HOMO energy (spin up / spin down): -16.0272 / -16.1496 eV

CARTESIAN COORDINATES (ANGSTROEM)
1 Os -0.20 -0.26 -0.42
2 C -0.64 -4.82 -1.20
3 N 0.02 -3.97 -2.21
4 C 0.39 -4.60 -3.49
5 C 0.22 -2.69 -1.99
6 N -0.25 -2.10 -0.86
7 N 0.88 -1.98 -2.96
8 C 1.39 -0.68 -2.90
9 N 2.11 -0.29 -3.95
10 N 1.19 0.04 -1.84
11 H -0.42 -5.85 -1.43
12 H -1.72 -4.68 -1.22
13 H -0.24 -4.61 -0.21
14 H 0.05 -5.63 -3.48
15 H 1.47 -4.60 -3.63
16 H -0.11 -4.10 -4.33
17 H -0.87 -2.70 -0.33
18 H 1.06 -2.48 -3.81
19 H 2.37 -0.91 -4.70
20 H 2.39 0.67 -4.04
21 H 1.69 0.92 -1.81
22 F -0.72 2.10 -2.66
23 B -1.52 1.85 -1.61
24 F -0.72 1.80 -0.35
25 F -1.78 0.28 -1.60
26 F -2.67 2.47 -1.46
27 C 0.85 -2.53 4.82
28 C 1.50 -2.60 3.45
29 C 2.78 -1.79 3.36
30 C 1.67 -4.02 2.96
31 O 0.49 -2.02 2.45
32 P 0.18 -0.51 2.32
33 O 0.27 0.40 3.44
34 O 1.01 -0.05 0.95
35 O -1.21 -0.45 1.47
36 C -2.64 -0.55 2.06
37 C -2.60 -1.58 3.17
38 C -3.50 -0.98 0.90
39 C -2.96 0.84 2.56
40 H 1.55 -2.94 5.55
41 H -0.06 -3.14 4.86
42 H 0.62 -1.51 5.11
43 H 3.54 -2.27 3.98
44 H 2.64 -0.78 3.73
45 H 3.15 -1.76 2.34
46 H 2.35 -4.55 3.63
47 H 2.11 -4.03 1.96
48 H 0.72 -4.54 2.95
49 H -2.24 -2.55 2.81
50 H -3.61 -1.71 3.55
51 H -1.98 -1.25 4.01
52 H -3.20 -1.96 0.53
53 H -3.48 -0.25 0.10
54 H -4.53 -1.06 1.24
55 H -2.25 1.16 3.33
56 H -3.96 0.84 2.99
57 H -2.95 1.56 1.74

No. 6
Entry from OMol25: a structure of composition C12H29O6PPt in a non-equilibrium geometry (ωB97M-V/def2-TZVPD).

Results
- ΔE to the lowest compared entry with this formula, charge and spin: 8.2 kcal/mol
- Total charge: +4
- Lowest unoccupied orbital energy: -0.5275 Ha
- Gap between HOMO and LUMO: 8.30 eV
- HOMO energy: -22.6558 eV

CARTESIAN COORDINATES (ANGSTROEM)
1 Pt -0.77 0.12 -2.34
2 C -2.10 -2.60 -2.63
3 O -0.81 -1.88 -2.65
4 C -0.10 -2.07 -3.93
5 C 1.22 -1.36 -3.81
6 O 0.97 0.00 -3.25
7 C 1.17 1.24 -4.05
8 C 0.89 2.34 -3.06
9 O -0.43 2.13 -2.43
10 C -1.51 2.95 -3.00
11 H -1.88 -3.67 -2.69
12 H -2.71 -2.28 -3.47
13 H -2.56 -2.37 -1.68
14 H -0.73 -1.67 -4.73
15 H 0.06 -3.14 -4.08
16 H 1.71 -1.24 -4.78
17 H 1.89 -1.83 -3.10
18 H 0.49 1.21 -4.90
19 H 2.21 1.25 -4.38
20 H 0.89 3.32 -3.55
21 H 1.61 2.34 -2.24
22 H -1.26 3.99 -2.80
23 H -2.42 2.68 -2.47
24 H -1.61 2.77 -4.07
25 C -3.22 0.84 5.31
26 C -3.38 0.75 3.93
27 O -0.93 0.43 2.53
28 P 0.36 0.05 1.98
29 O 0.82 -1.40 1.93
30 C 0.20 -2.63 2.61
31 C 1.22 -3.21 3.53
32 O 1.40 1.00 1.50
33 C 3.14 1.22 1.97
34 C 3.20 2.47 2.71
35 H -4.39 0.95 5.27
36 H -2.84 1.77 5.73
37 H -3.02 -0.06 5.88
38 H -3.44 1.65 3.33
39 H -3.65 -0.19 3.47
40 H -0.05 -3.27 1.77
41 H -0.70 -2.28 3.11
42 H 2.12 -3.51 3.00
43 H 0.78 -4.11 3.98
44 H 1.47 -2.53 4.35
45 H 3.49 1.20 0.95
46 H 3.26 0.29 2.51
47 H 2.95 3.35 2.12
48 H 4.29 2.54 2.91
49 H 2.72 2.45 3.68

No. 7
Entry from OMol25: a structure of composition C12H30BCd2F4KN2O8S2 in a non-equilibrium geometry (ωB97M-V/def2-TZVPD).

Results
- Lowest unoccupied orbital energy: -0.1320 Ha
- Gap between HOMO and LUMO: 3.72 eV
- HOMO energy: -7.3168 eV

CARTESIAN COORDINATES (ANGSTROEM)
1 K -7.61 -0.70 0.47
2 Cd -0.03 -0.84 4.00
3 Cd -2.35 -1.78 -1.59
4 S 0.20 -3.28 1.50
5 O 0.83 -1.99 1.67
6 O -0.62 -3.29 0.29
7 O 1.12 -4.37 1.53
8 O -0.54 -3.24 2.79
9 S -3.16 0.40 1.11
10 O -3.79 -0.79 0.58
11 O -4.19 1.41 1.27
12 O -2.39 0.12 2.30
13 O -2.26 0.54 -0.04
14 B -5.35 -3.15 -3.07
15 F -6.17 -3.53 -2.10
16 F -5.79 -3.31 -4.32
17 F -5.02 -1.78 -2.93
18 F -4.10 -3.82 -3.04
19 C 4.04 0.37 4.07
20 C 3.18 1.29 4.95
21 N 1.87 1.69 4.48
22 C 1.40 2.52 5.54
23 C 0.00 3.00 5.25
24 C 2.04 2.43 3.16
25 C 2.72 3.85 3.27
26 H 3.52 -0.55 3.81
27 H 5.06 0.22 4.40
28 H 4.32 0.97 3.20
29 H 3.20 0.76 5.91
30 H 3.76 2.16 5.28
31 H 2.06 3.38 5.65
32 H 1.37 2.05 6.51
33 H -0.83 2.30 5.35
34 H -0.29 3.38 4.27
35 H -0.32 3.80 5.92
36 H 2.61 1.88 2.41
37 H 1.07 2.55 2.68
38 H 2.96 4.15 2.25
39 H 2.03 4.55 3.73
40 H 3.69 3.89 3.77
41 C 0.73 -3.25 -3.98
42 C -0.10 -2.19 -4.79
43 N -0.51 -1.00 -3.98
44 C 0.75 -0.25 -3.43
45 C 1.79 -0.06 -4.56
46 C -1.25 -0.19 -4.92
47 C -1.75 1.16 -4.39
48 H 1.52 -2.87 -3.33
49 H 1.27 -3.83 -4.72
50 H -0.02 -3.77 -3.39
51 H 0.50 -1.90 -5.65
52 H -0.93 -2.79 -5.14
53 H 0.49 0.70 -2.96
54 H 1.21 -0.88 -2.68
55 H 2.58 0.52 -4.10
56 H 2.37 -0.94 -4.85
57 H 1.44 0.51 -5.42
58 H -2.08 -0.74 -5.36
59 H -0.67 -0.03 -5.83
60 H -2.41 1.04 -3.53
61 H -2.25 1.74 -5.16
62 H -0.89 1.79 -4.14

No. 8
Entry from OMol25: a structure of composition C12H30ClLi3N2O4 in a non-equilibrium geometry (ωB97M-V/def2-TZVPD).

Results
- Expectation value of S²: 0.756
- Total charge: +3
- Lowest unoccupied orbital energy (spin up / spin down): -0.3802 / -0.4805 Ha
- Gap between HOMO and LUMO (spin up / spin down): 5.46 / 2.73 eV
- HOMO energy (spin up / spin down): -15.8078 / -15.8078 eV
- 2S+1: 2

CARTESIAN COORDINATES (ANGSTROEM)
1 Li -17.82 14.54 -18.01
2 Li -16.14 16.71 -16.54
3 Li -17.00 15.03 -13.89
4 Cl -18.56 15.45 -15.80
5 C -16.36 22.52 -13.40
6 O -16.47 21.14 -13.65
7 C -16.47 20.80 -15.09
8 C -16.53 19.29 -15.18
9 N -16.39 18.66 -16.51
10 C -17.52 18.83 -17.43
11 C -17.22 18.45 -18.91
12 O -16.38 19.49 -19.34
13 C -16.06 19.40 -20.74
14 H -17.14 22.93 -14.04
15 H -15.43 22.97 -13.76
16 H -16.78 22.85 -12.45
17 H -15.62 21.26 -15.59
18 H -17.34 21.22 -15.59
19 H -17.49 19.01 -14.75
20 H -15.83 18.92 -14.44
21 H -15.70 19.16 -17.06
22 H -17.95 19.81 -17.59
23 H -18.29 18.15 -17.06
24 H -18.14 18.33 -19.48
25 H -16.73 17.48 -18.93
26 H -16.83 19.91 -21.32
27 H -15.85 18.43 -21.20
28 H -15.14 19.96 -20.65
29 C -22.25 10.47 -15.84
30 O -20.99 9.85 -15.75
31 C -20.08 9.89 -16.90
32 C -19.30 11.22 -16.99
33 N -20.02 12.46 -17.04
34 C -20.66 12.61 -18.39
35 C -19.74 13.01 -19.58
36 O -19.20 14.33 -19.43
37 C -18.48 14.73 -20.55
38 H -22.89 10.08 -16.63
39 H -22.14 11.56 -15.93
40 H -22.80 10.22 -14.93
41 H -20.54 9.70 -17.87
42 H -19.36 9.09 -16.78
43 H -18.50 11.13 -17.72
44 H -18.85 11.27 -16.00
45 H -19.47 13.23 -16.71
46 H -21.22 13.52 -18.17
47 H -21.43 11.88 -18.62
48 H -20.45 13.14 -20.40
49 H -19.04 12.20 -19.78
50 H -18.34 15.81 -20.58
51 H -18.91 14.52 -21.53
52 H -17.44 14.40 -20.57

Let's list total energy in order: -79608.3345, -76432.8916, -17919.4236, -31003.5663, -51852.4506, -37687.5968, -90959.3730, -37209.6393 eV.